a:
Formula: C2H3FO2
Source: OMol25
Level of theory: ωB97M-V with the def2-TZVPD basis set

Atoms and positions in Å:
F 1.834 1.036 -0.097
O -1.470 -0.622 -0.298
O 1.430 -1.171 0.045
C 0.993 -0.044 -0.041
C -0.449 0.282 -0.024
H -0.586 1.209 -0.751
H -1.334 -1.513 0.132
H -0.418 0.823 1.034

Properties
- net charge = 0
- HOMO energy (eV) = -11.221
- SMILES = O=C(F)CO
- LUMO level (Ha) = 0.0229
- molecular weight (g mol⁻¹) = 78.04


b:
Formula: C2H3FO2
Source: OMol25
Level of theory: ωB97M-V with the def2-TZVPD basis set

Atoms and positions in Å:
F 2.014 0.528 -0.146
O -0.705 1.586 -0.052
O -1.392 -0.445 -0.158
C 0.870 -0.327 0.031
C -0.362 0.446 -0.086
H 0.863 -0.653 1.041
H 0.973 -1.127 -0.734
H -2.260 -0.008 0.104

Properties
- net charge = 0
- HOMO energy (eV) = -10.971
- SMILES = O=C(O)CF
- LUMO level (Ha) = 0.0229
- molecular weight (g mol⁻¹) = 78.04


Relative energies with respect to the most stable structure, expressed in eV: a 0.234; b 0.000.